1.
Computed, not measured: a structure of composition C4H9O3 at a distorted geometry, with the ωB97M-V functional and the def2-TZVPD basis.

CARTESIAN COORDINATES (ANGSTROEM)
C -0.7537 -0.5213 0.6118
O -0.4326 -1.2070 1.7833
C 0.4021 0.3188 -0.0048
C -0.0484 0.9480 -1.2364
C -0.3977 0.0007 -2.3305
O -0.4698 0.2659 -3.5788
H -1.5809 0.2625 0.7278
H -1.1980 -1.0675 -0.2183
H 1.1757 -0.4601 -0.1334
H 0.8788 0.9349 0.7707
H -1.2111 0.3611 -1.4744
H 0.0314 2.0322 -1.3367
H -0.2045 -1.0590 -1.9286
H 0.5044 -0.6127 2.2607
H 1.8231 -0.2661 3.4740
O 1.4811 0.0697 2.6137

## Properties
Max |F| in Eh/bohr: 0.1044
Charge: -1
Molar mass in g/mol: 105.11
HOMO-LUMO gap in eV: 8.26
Energy in Eh: -383.43136

***

2.
Computed, not measured: a cluster of 2 separate species, C5H11NO in total at a distorted geometry, with the ωB97M-V functional and the def2-TZVPD basis.

CARTESIAN COORDINATES (ANGSTROEM)
C 0.4113 -1.5559 -0.2067
N -1.6959 0.6156 0.0110
C -0.3260 0.7757 0.5386
C 0.6472 -0.2128 0.4769
C 1.7129 -0.2715 1.4231
C 2.3076 0.7076 2.2251
H 0.0169 -2.3531 0.4164
H 1.3862 -1.8920 -0.5518
H -0.1959 -1.4634 -1.1190
H -1.8342 -0.3808 0.1526
H -1.7084 0.7811 -0.9878
H -0.0931 1.7045 1.0424
H 2.2100 -1.2344 1.4927
H 1.8502 1.5831 2.6824
H 3.3524 0.5722 2.4869
H -1.9619 1.0641 -3.6356
H -3.4093 0.5766 -3.4539
O -2.6699 0.9833 -2.9934

## Properties
Max |F| in Eh/bohr: 0.0430
Charge: -1
Spin multiplicity: 2
Molar mass in g/mol: 101.15
HOMO-LUMO gap (alpha / beta) in eV: 2.61 / 4.87
Energy in Eh: -327.00135
⟨S²⟩: 0.773